[1]
{
  "formula": "C18H20ClN3O5S",
  "method": "ωB97M-V/def2-TZVPD",
  "smiles": "O=C(COc1ccc(S(=O)(=O)N2CCOCC2)cc1Cl)NCc1ccccn1",
  "energy_ha": -2096.76181,
  "e_homo_ha": -0.3300,
  "orbital_gap_ev": 9.5,
  "symbols": ["N", "O", "H", "H", "C", "N", "H", "H", "C", "C", "H", "C", "S", "O", "C", "C", "H", "H", "O", "H", "C", "H", "H", "H", "C", "C", "Cl", "N", "H", "C", "H", "H", "C", "C", "O", "O", "H", "H", "C", "C", "C", "H", "H", "C", "H", "H", "C", "C"],
  "coordinates": [[-0.300, -0.070, -2.981], [2.997, 1.547, -1.476], [-0.681, 3.149, -3.660], [-0.301, -1.990, -2.305], [-0.225, 2.172, -3.828], [-0.498, -1.491, 3.020], [-0.926, 1.508, 0.878], [-1.964, 0.372, 5.457], [-0.612, -0.359, 3.919], [-0.872, -1.072, -2.338], [-2.899, -2.605, 3.711], [1.139, -1.070, 0.198], [-1.235, -1.271, 1.530], [1.034, 4.309, -2.460], [0.050, -0.369, 0.681], [-1.939, -0.397, 4.683], [1.195, -2.135, 0.349], [-0.539, 0.551, 3.324], [-2.105, -1.630, 5.350], [3.743, 3.095, -2.498], [-0.057, 0.994, 0.501], [-2.228, -3.611, 5.034], [-2.761, -0.237, 3.972], [0.829, 2.744, -0.326], [-2.118, -0.981, -1.737], [2.889, 2.908, -1.840], [3.458, -1.236, -1.161], [1.145, 2.236, -3.366], [-2.535, -1.824, -1.213], [1.584, 3.235, -2.583], [-2.690, 2.240, -2.575], [-0.233, 1.946, -4.899], [-2.081, -2.708, 4.440], [-0.952, 1.084, -3.072], [-1.383, -2.564, 0.929], [-2.397, -0.427, 1.612], [-0.772, -3.527, 2.916], [0.228, -0.405, 4.620], [2.114, -0.392, -0.506], [2.017, 0.994, -0.724], [0.929, 1.679, -0.189], [-3.750, 0.352, -1.337], [2.968, 3.567, -0.968], [-2.198, 1.283, -2.493], [1.615, 1.341, -3.345], [0.074, -2.940, 4.380], [-2.787, 0.230, -1.810], [-0.751, -2.756, 3.685]],
  "forces_ev_per_a": [[0.30, 0.12, -0.28], [0.01, -0.25, 0.01], [0.04, -0.12, -0.09], [0.00, -0.14, 0.08], [-0.14, 0.11, -0.07], [-0.33, -0.05, -0.94], [-0.09, 0.13, 0.01], [0.01, 0.02, -0.11], [-0.27, 0.39, 0.34], [-0.18, -0.20, 0.05], [0.00, -0.06, 0.08], [0.21, 0.11, -0.09], [0.67, 0.35, 0.15], [-0.09, 0.30, 0.17], [-0.48, -0.11, 0.29], [0.12, 0.27, -0.14], [0.14, -0.16, -0.05], [0.08, 0.16, 0.18], [0.07, -0.04, 0.18], [-0.12, 0.01, 0.09], [-0.12, -0.08, 0.04], [-0.02, 0.00, -0.12], [0.07, 0.02, 0.15], [-0.01, 0.13, -0.02], [-0.11, 0.15, -0.14], [-0.11, 0.41, 0.06], [0.17, -0.23, -0.09], [0.02, -0.29, -0.29], [-0.03, -0.09, 0.05], [0.46, -0.22, -0.03], [-0.03, 0.11, 0.00], [-0.08, 0.08, 0.10], [0.20, -0.22, -0.13], [-0.21, 0.17, 0.06], [0.23, -0.27, 0.03], [0.15, 0.17, 0.07], [0.05, -0.14, 0.19], [-0.04, 0.05, -0.09], [-0.18, 0.18, 0.11], [-0.17, -0.20, 0.23], [0.29, 0.02, -0.07], [-0.09, 0.01, 0.06], [-0.10, -0.08, -0.13], [0.07, -0.08, -0.06], [0.04, 0.10, 0.13], [-0.04, 0.02, -0.07], [0.08, -0.10, -0.08], [-0.43, -0.46, 0.14]]
}



[2]
{
  "formula": "C66H65Co2N3O6P",
  "method": "ωB97M-V/def2-TZVPD",
  "de_lowest_kj_mol": 360.96,
  "energy_ha": -6275.99477,
  "e_homo_ha": -0.2771,
  "orbital_gap_ev": 2.4,
  "charge": 1,
  "symbols": ["H", "C", "C", "C", "H", "O", "C", "H", "H", "H", "H", "C", "H", "C", "C", "H", "H", "H", "H", "C", "C", "C", "C", "H", "H", "H", "O", "H", "C", "H", "C", "C", "H", "H", "H", "C", "C", "H", "C", "H", "N", "H", "H", "H", "H", "C", "C", "C", "C", "H", "C", "H", "H", "H", "H", "C", "H", "C", "H", "C", "H", "C", "C", "C", "C", "H", "C", "H", "C", "H", "Co", "H", "H", "C", "Co", "N", "H", "C", "C", "C", "H", "C", "H", "H", "H", "C", "C", "H", "C", "H", "H", "C", "C", "O", "C", "H", "C", "O", "H", "C", "H", "H", "H", "H", "C", "H", "N", "C", "H", "C", "H", "C", "H", "P", "C", "C", "C", "C", "C", "C", "H", "H", "C", "C", "C", "C", "C", "H", "O", "H", "H", "H", "H", "C", "C", "C", "O", "C", "H", "C", "C", "H", "C"],
  "coordinates": [[6.213, 5.611, 0.084], [0.105, -1.369, 4.288], [-5.376, 0.332, -2.007], [-2.289, -5.060, -2.399], [-1.916, -3.789, 2.376], [2.983, 3.489, -4.748], [1.657, 1.559, -0.408], [8.006, 7.124, 0.885], [-2.249, -3.695, -0.786], [2.099, -1.138, -4.159], [3.306, 1.355, 1.425], [-3.697, 1.891, 3.763], [-0.966, 1.406, -1.151], [4.910, 2.632, 2.136], [-5.415, -4.046, -0.925], [-0.678, -1.603, 5.024], [-3.446, -1.645, -5.759], [-6.514, 2.162, 3.447], [0.743, -0.579, 4.708], [3.278, 4.040, -3.772], [8.085, 6.049, 1.065], [-5.297, -8.858, -0.794], [-4.633, -6.380, 0.420], [2.768, 4.401, 0.210], [-7.066, 2.066, 1.766], [-3.368, -5.224, -2.492], [6.787, 4.137, -2.434], [-5.619, -1.308, 2.410], [-3.534, -1.657, -4.674], [6.544, -2.198, 0.969], [-1.514, 0.972, 4.231], [4.565, 6.403, -2.427], [0.922, -1.361, 1.382], [-0.991, -3.215, 0.956], [9.974, 6.204, 2.113], [-2.004, -3.663, -1.848], [-5.911, -5.258, -1.340], [6.414, 3.640, 3.330], [6.260, -0.068, 0.850], [10.217, 3.727, 2.389], [-3.051, -0.879, 1.372], [-0.150, -3.197, -2.917], [-2.383, 2.628, 5.298], [0.063, -4.063, -1.378], [2.949, -0.173, -2.021], [-2.800, -2.569, -3.925], [-2.870, 0.031, 2.463], [1.925, 0.013, -2.347], [8.311, 3.304, 1.478], [8.327, -2.244, -0.783], [-5.326, 0.851, 2.178], [-5.162, 0.752, 1.100], [2.359, 3.835, 4.806], [-5.415, 1.792, -3.626], [1.252, 0.076, 2.387], [-2.908, -2.614, -2.532], [-0.609, 0.978, 4.842], [4.455, 3.740, 4.246], [-4.371, -7.295, 0.955], [-5.128, 1.738, -2.567], [5.505, -0.034, 1.636], [-4.438, -3.965, 0.107], [-4.472, -0.725, -2.647], [5.363, 3.357, 3.258], [-0.527, -3.293, -1.891], [7.935, 2.014, -1.286], [7.160, 3.811, 0.848], [-4.975, -0.044, -4.615], [-3.786, -2.709, 0.405], [-0.275, -0.743, -4.824], [3.638, 4.912, -2.255], [8.415, 2.229, 1.622], [-5.635, -8.999, 0.244], [-0.289, 0.884, -1.837], [4.427, 2.829, -1.257], [-3.625, -0.474, 0.215], [-2.123, -3.274, -4.422], [-1.653, -2.874, 1.797], [5.717, 3.876, -2.037], [3.621, 2.064, 2.194], [-5.624, 3.029, 2.169], [-6.174, 2.111, 2.403], [-4.069, 2.004, -2.459], [0.716, -2.271, 4.170], [-7.018, -1.060, -1.696], [1.435, -0.546, -3.524], [9.198, 5.535, 1.736], [-3.492, -5.083, 1.691], [0.456, -0.519, 1.919], [4.805, 4.334, 5.098], [-1.827, -5.207, -3.382], [3.032, 3.778, -0.654], [4.775, 1.603, -2.405], [5.106, 0.860, -3.239], [-3.921, 0.933, 2.781], [1.654, 2.145, 3.099], [-4.376, -0.752, -4.035], [-5.790, -7.614, -1.353], [-4.198, -8.888, -0.824], [2.694, 2.487, 3.148], [-6.269, -0.308, 3.737], [-5.721, 2.473, -2.008], [-1.808, 0.520, -3.330], [-7.107, -0.369, 2.174], [7.072, 5.195, 0.612], [-1.072, -2.058, 2.518], [-3.921, -1.624, -0.466], [0.102, -0.334, -3.889], [1.047, 1.765, 0.476], [2.696, 2.430, -0.688], [-0.362, -2.342, -1.369], [-6.119, -0.363, 2.650], [-6.632, -5.347, -2.151], [5.743, 2.688, 0.505], [7.856, -1.299, -0.504], [-4.134, -5.153, 0.819], [-2.851, -2.267, 1.321], [-2.512, 1.904, 4.494], [6.637, 1.114, 0.202], [-0.764, 0.367, -3.040], [-1.898, -5.820, -1.712], [-5.788, -3.135, -1.391], [3.102, 3.401, 4.131], [2.167, 5.835, -2.092], [8.242, -0.115, -1.141], [1.097, 0.805, -1.519], [-5.454, -6.452, -0.729], [-5.727, -9.618, -1.447], [5.225, 7.347, -2.544], [-4.464, 2.638, 3.965], [-7.483, 0.657, -1.574], [-5.090, 0.355, -0.950], [9.009, -0.121, -1.919], [9.330, 4.154, 1.916], [-1.659, 0.014, 3.210], [7.634, 1.090, -0.786], [1.180, 6.419, -1.953], [-3.779, -1.687, -1.888], [-0.015, 0.117, 1.162], [-0.552, -0.979, 2.967], [-6.850, -0.059, -2.115], [-7.156, -0.071, -3.171], [6.863, -1.276, 0.482]],
  "forces_ev_per_a": [[0.15, -0.10, 0.17], [-0.41, -0.50, -0.13], [0.27, -0.15, 0.47], [-0.05, -0.14, 0.01], [0.59, 0.52, -0.05], [0.74, 1.19, 2.02], [-0.98, 0.79, -0.58], [0.00, -0.36, 0.07], [0.02, -0.05, -0.26], [-0.24, 0.19, 0.22], [0.14, 0.32, 0.19], [0.42, -0.04, 0.26], [0.27, -0.09, -0.34], [-0.45, -0.20, 0.50], [0.34, 0.30, 0.51], [0.29, 0.05, -0.07], [-0.04, -0.03, 0.20], [0.03, 0.07, -0.24], [0.01, -0.14, -0.10], [-1.07, -1.58, -2.51], [-0.03, -0.15, -0.03], [-0.16, 0.48, -0.15], [-0.36, -0.30, -0.55], [-0.28, -0.11, -0.25], [0.21, 0.01, 0.15], [0.19, -0.02, -0.03], [-1.97, -0.45, 0.74], [-0.05, 0.06, 0.09], [-0.09, 0.02, -0.06], [0.19, 0.22, -0.13], [-0.39, -0.05, -0.01], [2.46, 1.87, 0.30], [-0.01, 0.10, 0.23], [-0.56, 0.51, 0.53], [-0.23, -0.16, -0.19], [-0.62, 0.35, 0.44], [0.08, -0.82, 0.24], [-0.35, 0.17, -0.09], [0.29, 0.10, -0.36], [-0.32, 0.21, -0.11], [-0.57, -0.90, -2.99], [-0.05, 0.00, 0.18], [0.04, -0.10, -0.23], [-0.09, 0.09, -0.13], [-0.28, 0.11, -0.24], [-0.22, 0.21, 0.12], [0.40, 1.07, 0.91], [0.08, 0.16, -0.17], [0.00, 0.12, -0.02], [-0.16, 0.27, 0.09], [0.27, 0.35, -0.79], [-0.36, 0.14, 0.17], [0.33, -0.25, -0.08], [0.12, 0.14, 0.27], [0.08, -0.04, -0.06], [0.40, -0.06, 0.45], [-0.31, -0.02, -0.27], [-0.16, -0.05, 0.11], [-0.01, 0.42, -0.13], [0.07, -0.16, 0.01], [0.16, -0.10, -0.19], [-0.25, -1.20, -0.10], [-0.47, 0.18, -0.02], [-0.27, -0.08, -0.47], [0.18, 0.16, -0.10], [-0.11, -0.26, 0.14], [0.10, 0.47, 0.08], [0.32, -0.25, 0.15], [0.60, 0.22, -1.77], [0.05, 0.10, 0.15], [-0.35, 0.05, 0.09], [-0.04, 0.26, 0.03], [-0.02, 0.05, -0.37], [0.15, 0.10, 0.21], [1.81, 0.22, 0.25], [1.15, -0.90, 0.46], [-0.31, 0.34, 0.21], [-0.52, -4.01, 0.35], [0.63, 0.74, -0.82], [-0.10, 0.46, -0.05], [-0.15, -0.15, -0.02], [0.05, -0.05, 0.05], [-0.20, 0.03, -0.14], [0.06, 0.14, -0.04], [-0.06, 0.20, -0.09], [-0.05, 0.12, 0.25], [-0.07, -0.18, -0.08], [0.01, -0.15, -0.16], [-0.51, -0.36, -0.33], [-0.19, -0.19, -0.42], [-0.08, -0.04, 0.15], [-1.40, 0.61, 1.80], [2.11, -3.44, -2.52], [-1.13, 1.70, 1.79], [-0.25, -0.30, -0.03], [0.42, 0.11, 0.08], [0.20, -0.12, -0.07], [0.17, 0.24, 0.89], [-0.31, 0.02, -0.07], [0.44, 0.13, 0.16], [0.04, -0.12, -0.21], [0.09, -0.17, -0.16], [0.35, -0.15, 0.18], [0.19, -0.02, 0.07], [0.20, -0.21, 0.27], [0.07, 0.01, -0.15], [0.04, 0.72, 3.00], [0.10, 0.02, 0.13], [0.05, -0.04, -0.24], [0.54, 1.03, -0.75], [0.07, -0.07, -0.18], [0.05, -0.17, 0.22], [0.19, 0.11, 0.18], [1.19, -0.83, -0.04], [-0.19, 0.07, 0.08], [-0.10, 0.83, -0.35], [-1.40, 1.09, 0.46], [0.04, -0.10, -0.11], [-0.01, -0.29, 0.34], [0.14, 0.00, 0.19], [0.05, 0.10, -0.18], [0.16, -0.25, 0.03], [0.03, -0.22, -0.07], [-2.34, 0.84, 0.33], [-0.21, 0.09, 0.22], [-0.17, -0.65, 0.09], [0.38, -0.02, -0.19], [0.17, 0.02, 0.23], [-1.47, -1.63, 0.02], [0.24, -0.34, 0.08], [0.13, -0.16, -0.15], [-0.45, 0.22, -0.41], [-0.23, -0.04, 0.28], [-0.35, 0.04, -0.19], [-0.27, 0.07, -0.40], [-0.04, -0.19, -0.04], [1.89, -0.96, -0.29], [0.03, 0.42, -1.69], [-0.07, -0.18, 0.05], [1.49, 2.72, 1.56], [-0.02, -0.13, -0.13], [-0.04, -0.03, 0.27], [0.06, 0.10, -0.08]]
}



[3]
{
  "formula": "C4H8O2",
  "method": "ωB97M-V/def2-TZVPD",
  "de_lowest_kj_mol": 162.57,
  "smiles": "C=CCC=O.O",
  "energy_ha": -307.65051,
  "e_homo_ha": -0.3792,
  "orbital_gap_ev": 11.1,
  "symbols": ["C", "H", "C", "H", "H", "O", "C", "H", "O", "C", "H", "H", "H", "H"],
  "coordinates": [[-1.452, -0.530, -0.045], [-0.710, 1.484, -0.146], [0.590, 0.270, 1.097], [-0.050, 0.337, -1.963], [1.033, 0.978, 1.796], [0.647, 1.008, -2.005], [1.250, -0.850, 0.806], [-2.007, -1.199, 0.642], [-1.346, -0.840, -1.212], [-0.783, 0.668, 0.583], [2.169, -1.095, 1.331], [0.893, -1.577, 0.077], [1.400, 0.565, -1.596], [-1.365, 0.999, 1.453]],
  "forces_ev_per_a": [[0.14, -0.19, -0.22], [0.05, -0.17, 0.22], [0.04, -0.13, 0.00], [-0.09, -0.01, -0.12], [-0.10, -0.16, -0.01], [0.31, -0.07, -0.13], [-0.18, 0.08, 0.14], [-0.02, 0.10, -0.04], [-0.15, 0.20, 0.45], [0.05, -0.06, 0.05], [0.01, 0.15, -0.25], [-0.01, 0.12, 0.23], [-0.05, 0.18, -0.08], [0.00, -0.04, -0.23]]
}